Formula: C4H16N8O4
Source: the Open Molecules 2025 dataset
Level of theory: the ωB97M-V functional and the def2-TZVPD basis

Cartesian coordinates (Å):
C -1.815 -1.392 2.632
O -2.438 -2.364 2.934
N -2.079 -0.211 3.133
N -0.966 -1.378 1.659
H -2.837 -0.309 3.794
H -1.622 0.665 2.923
H -0.836 -2.073 0.938
H -0.257 -0.659 1.625
C 0.470 -4.047 0.601
O -0.202 -3.546 -0.201
N 1.397 -3.482 1.289
N 0.364 -5.317 0.905
H 1.466 -2.479 1.190
H 1.871 -4.189 1.833
H -0.543 -5.761 0.875
H 1.237 -5.813 1.009
C 1.468 0.452 -0.293
O 1.650 -0.541 0.424
N 0.304 0.920 -0.558
N 2.486 1.209 -0.727
H -0.458 0.260 -0.497
H 0.246 1.796 -1.057
H 3.369 0.879 -0.364
H 2.320 2.116 -1.141
C -0.385 4.216 -2.458
O -0.037 3.765 -1.448
N -1.122 5.221 -2.457
N -0.177 3.691 -3.643
H -1.341 5.667 -3.337
H -1.541 5.503 -1.583
H -0.564 4.180 -4.438
H 0.573 3.019 -3.562

## Properties
Energy relative to the best compared isomer or geometry (same formula, charge and spin), kcal/mol: 20.7
E, Eh: -901.071577
Spin multiplicity: 2
Charge: -1

Here are the natural (NBO) charges for atoms 1 to 5, given in e: 0.748 -0.694 -0.847 -0.859 0.397


Formula: C9H10O4PS
Source: the Open Molecules 2025 dataset
Level of theory: the ωB97M-V functional and the def2-TZVPD basis

Cartesian coordinates (Å):
C -0.652 -3.309 2.411
C 0.546 -2.512 2.331
C -1.720 -3.125 1.650
C 0.357 -1.221 1.473
C -1.790 -1.939 0.801
C -0.864 -0.990 0.802
C 2.059 3.356 -3.345
C 1.168 2.444 -2.952
C 0.306 2.360 -1.745
O 1.229 -2.295 1.172
O 1.758 1.680 0.397
O -1.633 1.405 1.424
O -2.120 0.530 -0.889
P 0.929 0.995 -0.676
S -1.178 0.680 0.223
H -0.841 -4.005 3.263
H 1.140 -2.438 3.128
H -2.524 -3.851 1.866
H 0.956 -0.283 1.909
H -2.680 -1.774 0.203
H 2.752 3.141 -4.285
H 2.225 4.313 -2.766
H 1.077 1.396 -3.258
H -0.762 2.063 -2.067
H 0.262 3.380 -1.068

## Properties
SMILES: C=CCP(=O)=[S@@](=O)([O-])C1=CC=C[C@H]2O[C@@H]12
Energy relative to the best compared isomer or geometry (same formula, charge and spin), kcal/mol: 92.2
E, Eh: -1389.368853
Spin multiplicity: 1
Charge: -1

Here are the natural (NBO) charges for atoms 1 to 5, given in e: -0.211 0.033 -0.222 0.028 -0.198


Formula: H22O11
Source: the Open Molecules 2025 dataset
Level of theory: the ωB97M-V functional and the def2-TZVPD basis

Cartesian coordinates (Å):
O 0.788 0.065 -2.886
H 1.732 0.367 -3.116
H 0.154 0.779 -3.075
O -2.430 -0.173 -0.893
H -2.342 -0.346 -1.817
H -1.535 -0.265 -0.587
O -0.332 3.160 -1.355
H -0.253 2.617 -0.580
H -0.309 4.106 -1.309
O 0.263 0.896 3.064
H -0.007 1.467 3.845
H -0.480 0.788 2.494
O 0.835 -1.599 1.329
H 1.265 -1.971 0.560
H 1.524 -1.598 2.028
O 1.558 -2.428 -1.143
H 1.959 -3.288 -1.016
H 2.222 -2.131 -1.740
O 0.130 0.507 -0.111
H 0.567 0.192 -0.918
H 0.406 -0.071 0.565
O 2.802 1.350 1.581
H 2.104 0.895 2.113
H 3.577 1.131 2.072
O -2.030 -0.710 2.190
H -1.296 -1.105 2.623
H -2.808 -1.152 2.523
O -0.547 -1.971 -3.996
H 0.052 -2.694 -4.272
H -0.167 -1.435 -3.281
O -2.335 1.811 1.472
H -2.185 0.907 1.323
H -2.879 1.898 2.314

## Properties
SMILES: O.O.O.O.O.O.O.O.O.O.O
Energy relative to the best compared isomer or geometry (same formula, charge and spin), kcal/mol: 50.1
E, Eh: -840.800266
Spin multiplicity: 1
Charge: 0

Here are the natural (NBO) charges for atoms 1 to 5, given in e: -0.990 0.501 0.516 -0.956 0.456


Formula: C2H7N3O2
Source: the Open Molecules 2025 dataset
Level of theory: the ωB97M-V functional and the def2-TZVPD basis

Cartesian coordinates (Å):
O -2.573 -0.782 -0.242
C -2.736 -0.748 1.005
O -1.815 -0.584 1.853
H -3.749 -0.868 1.414
N -0.088 -0.371 0.041
C 0.985 0.154 -0.349
N 1.385 0.133 -1.698
N 1.826 0.878 0.540
H -0.517 -0.372 1.046
H -0.963 -0.669 -0.506
H 2.321 -0.243 -1.779
H 1.315 1.008 -2.195
H 2.792 0.584 0.470
H 1.816 1.879 0.402

## Properties
Energy relative to the best compared isomer or geometry (same formula, charge and spin), kcal/mol: 47.4
E, Eh: -395.129416
Spin multiplicity: 1
Charge: 0

Here are the natural (NBO) charges for atoms 1 to 5, given in e: -0.757 0.645 -0.757 0.084 -0.623


Formula: CH4BrClSi
Source: the Open Molecules 2025 dataset
Level of theory: the ωB97M-V functional and the def2-TZVPD basis

Cartesian coordinates (Å):
C -0.990 0.124 0.056
Si 0.928 -0.226 0.330
Cl -1.567 1.721 0.011
Br -2.384 -1.076 -0.447
H -0.042 -0.107 -1.826
H 0.653 -0.535 1.746
H 1.567 1.066 0.660
H 1.837 -0.969 -0.531

## Properties
Energy relative to the best compared isomer or geometry (same formula, charge and spin), kcal/mol: 155.2
E, Eh: -3364.002562
Spin multiplicity: 1
Charge: 0

Here are the natural (NBO) charges for atoms 1 to 5, given in e: -0.601 0.834 0.075 0.118 0.000


Formula: C3H10N2S
Source: the Open Molecules 2025 dataset
Level of theory: the ωB97M-V functional and the def2-TZVPD basis

Cartesian coordinates (Å):
C 1.823 1.282 -1.344
C 2.555 -0.049 -1.119
S 2.075 -0.681 0.520
H 2.152 2.067 -0.657
H 0.725 1.072 -1.258
H 2.031 1.684 -2.322
H 3.621 0.077 -1.172
H 2.349 -0.784 -1.897
N -3.291 -1.042 0.863
C -2.880 0.112 0.173
N -2.781 1.203 0.795
H -3.792 -0.813 1.709
H -3.643 -1.843 0.372
H -2.714 -0.215 -0.882
H -3.111 1.995 0.245
H 1.827 -1.873 -0.029

## Properties
SMILES: [H]/N=C/N.CCS
Energy relative to the best compared isomer or geometry (same formula, charge and spin), kcal/mol: 25.2
E, Eh: -627.954413
Spin multiplicity: 1
Charge: 0

Here are the natural (NBO) charges for atoms 1 to 5, given in e: -0.618 -0.509 -0.043 0.212 0.215


Formula: C5H15N3S
Source: the Open Molecules 2025 dataset
Level of theory: the ωB97M-V functional and the def2-TZVPD basis

Cartesian coordinates (Å):
C -0.809 0.392 0.401
C -3.184 -0.048 0.006
C -1.521 -1.352 -1.098
C 3.168 0.674 -0.647
C 1.000 -0.341 0.092
N -1.736 -0.308 -0.190
N -0.671 1.391 1.222
N 1.891 0.855 0.175
S 1.519 -1.780 1.024
H -3.689 -0.800 0.646
H -3.280 1.005 0.224
H -3.680 -0.420 -0.904
H -2.038 -2.345 -0.815
H -2.012 -1.204 -2.024
H -0.477 -1.595 -1.175
H 2.815 0.386 -1.627
H 3.857 1.437 -0.670
H 3.877 -0.051 -0.166
H 1.068 -0.739 -0.969
H 0.046 1.228 2.021
H -1.503 2.035 1.346
H 2.120 1.085 1.128
H 1.291 1.706 -0.166
H 1.947 -1.211 2.167

## Properties
Energy relative to the best compared isomer or geometry (same formula, charge and spin), kcal/mol: 55.8
E, Eh: -761.228140
Spin multiplicity: 1
Charge: +2

Here are the natural (NBO) charges for atoms 1 to 5, given in e: 0.610 -0.438 -0.426 -0.427 -0.268


Formula: C4H25N2O7S
Source: the Open Molecules 2025 dataset
Level of theory: the ωB97M-V functional and the def2-TZVPD basis

Cartesian coordinates (Å):
C 0.998 -2.220 2.574
N 0.888 -0.812 2.315
C -0.157 -0.455 1.321
C -1.620 -0.766 1.764
S -2.596 -0.876 0.214
C -0.124 1.029 1.080
N 1.149 1.465 0.450
H 1.830 -2.780 2.143
H 1.029 -2.429 3.654
H 0.076 -2.772 2.362
H 0.704 -0.277 3.146
H -0.027 -1.147 0.502
H -1.977 -0.050 2.520
H -1.797 -1.687 2.330
H -0.187 1.488 2.071
H -1.012 1.291 0.533
H 1.763 1.674 1.213
H 0.947 2.229 -0.176
H -2.488 3.800 0.061
H -3.058 2.449 0.162
O -2.797 3.187 0.740
H 3.383 -2.293 -0.656
H 2.795 -3.628 -1.133
O 3.632 -3.181 -0.973
H 2.290 -0.891 -1.106
H 2.391 0.121 -0.065
O 2.988 -0.402 -0.658
H 3.829 3.126 2.117
H 2.808 2.157 2.728
O 3.172 3.042 2.814
H -1.283 -0.099 -3.906
H -2.005 -0.189 -2.602
O -1.952 0.374 -3.396
H -0.682 -2.938 -3.554
H 0.469 -2.920 -2.524
O 0.242 -3.167 -3.425
H -1.731 3.117 -2.731
H -2.360 2.174 -3.721
O -2.118 3.114 -3.610

## Properties
Energy relative to the best compared isomer or geometry (same formula, charge and spin), kcal/mol: 31.8
E, Eh: -1201.797657
Spin multiplicity: 1
Charge: -1

Here are the natural (NBO) charges for atoms 1 to 5, given in e: -0.421 -0.662 -0.082 -0.546 -0.735